# 1
{
  "formula": "C5H8F2",
  "method": "ωB97M-V with the def2-TZVPD basis set",
  "smiles": "C[C@@]1(F)CC[C@H]1F",
  "e_tot_ev": -10748.9358,
  "e_homo_ha": -0.3906,
  "max_force_ev_per_a": 1.78,
  "e_above_lowest_ev": 0.438,
  "elements": ["C", "C", "F", "C", "C", "C", "F", "H", "H", "H", "H", "H", "H", "H", "H"],
  "xyz": [[1.526182, 1.005860, 0.160507], [0.545871, -0.079459, -0.186982], [1.112998, -1.021598, -0.998202], [-0.271504, -0.789734, 0.905730], [-1.440576, -0.880111, -0.141328], [-0.812926, 0.351396, -0.838634], [-1.102636, 1.580836, -0.288399], [1.151093, 1.686007, 0.935852], [2.419959, 0.507732, 0.571218], [1.843793, 1.564141, -0.718737], [-0.391745, -0.111320, 1.752068], [0.189073, -1.722395, 1.253624], [-1.391753, -1.759841, -0.787622], [-2.436824, -0.775732, 0.294909], [-0.941009, 0.444221, -1.914007]],
  "forces_ev_per_a": [[0.73, -0.46, 0.47], [-1.04, 1.16, -0.02], [0.70, -0.60, -0.57], [0.67, -0.74, -0.59], [-0.28, 1.02, 1.43], [0.71, -0.80, -0.06], [-0.81, 0.14, 0.34], [-0.06, -0.19, -0.40], [-0.18, 0.20, -0.08], [-0.13, 0.07, -0.03], [-0.55, -0.13, -0.16], [-0.19, 0.16, -0.04], [0.15, 0.19, 0.19], [-0.03, 0.04, -0.35], [0.31, -0.07, -0.14]],
  "lowdin_charge": [-0.0030, -0.5103, 0.0314, -0.0738, -0.0746, -0.2419, -0.0002, 0.0901, 0.0937, 0.0880, 0.1163, 0.1150, 0.1154, 0.1071, 0.1470]
}

# 2
{
  "formula": "C5H8F2O5",
  "method": "ωB97M-V with the def2-TZVPD basis set",
  "e_tot_ev": -20982.9866,
  "e_homo_ha": [-0.2932, -0.2931],
  "max_force_ev_per_a": 4.08,
  "e_above_lowest_ev": 1.426,
  "elements": ["C", "C", "C", "C", "C", "O", "O", "O", "O", "O", "F", "F", "H", "H", "H", "H", "H", "H", "H", "H"],
  "xyz": [[0.193179, -1.144594, 0.473608], [-0.368313, -0.224217, -0.763151], [0.215538, -0.333861, 1.697728], [0.268250, 1.814977, 0.417426], [-0.044657, -0.978986, -2.080121], [0.171591, 1.091289, -0.723674], [-0.663866, -2.301972, 0.594508], [1.173524, -0.360344, 2.657880], [1.302023, 2.702956, 0.530581], [-0.910569, -0.473858, -3.117897], [-1.130008, -0.143357, 2.143381], [-0.913125, 2.344600, 0.752901], [1.263093, -1.441488, 0.212283], [-1.453395, -0.047064, -0.445265], [-0.143120, -2.099180, -1.834682], [0.967642, -0.624758, -2.392448], [-1.244272, -2.201993, 1.303969], [1.037586, 0.350284, 3.246984], [0.992665, 3.629296, 0.556893], [-0.713765, 0.442270, -3.230905]],
  "forces_ev_per_a": [[0.82, -0.06, -0.54], [-1.02, -0.55, 2.92], [-0.85, 3.92, -0.74], [0.28, -3.29, 1.48], [-0.44, 1.74, 0.59], [1.53, 0.69, -1.43], [2.42, 0.19, -2.47], [-0.80, -2.22, -1.65], [-0.75, -0.53, -0.54], [-0.28, -2.19, 0.36], [1.66, -0.64, 0.28], [-0.36, 0.65, 0.13], [-1.38, 0.07, 0.42], [1.04, -0.98, -1.18], [-0.03, 1.79, -1.05], [-0.24, -1.00, 0.65], [-1.48, 0.55, 1.83], [-0.25, 1.45, 1.03], [-0.16, -0.54, -0.04], [0.29, 0.94, -0.04]],
  "lowdin_charge": [-0.2311, -0.2093, -0.2562, -0.4341, -0.1541, 0.0024, 0.0113, 0.1122, 0.1037, -0.0597, 0.0086, 0.1047, 0.1842, 0.1790, 0.1546, 0.1383, 0.0566, 0.0962, 0.1269, 0.0655]
}

# 3
{
  "formula": "C5H8F4OSi",
  "method": "ωB97M-V with the def2-TZVPD basis set",
  "smiles": "C=C[C@@](F)(OCC)[Si](F)(F)F",
  "e_tot_ev": -26112.8856,
  "e_homo_ha": -0.3727,
  "max_force_ev_per_a": 5.31,
  "e_above_lowest_ev": 0.000,
  "elements": ["C", "C", "C", "F", "O", "C", "C", "Si", "F", "F", "F", "H", "H", "H", "H", "H", "H", "H", "H"],
  "xyz": [[0.337663, -2.701990, -0.454487], [-0.362725, -1.686387, -0.823621], [-0.578377, -0.249874, 0.101242], [0.009987, -0.411972, 1.299752], [0.031386, 0.897991, -0.399594], [1.416007, 1.143985, -0.318450], [1.725130, 1.903193, 0.983418], [-2.551254, -0.109494, -0.065285], [-3.089597, 1.040214, 0.859732], [-2.938773, 0.551398, -1.458982], [-3.456058, -1.335847, 0.317404], [0.436257, -3.613855, -1.039369], [0.828868, -2.645438, 0.542516], [-1.001176, -1.527526, -1.734694], [1.995181, 0.245897, -0.432127], [1.786717, 1.940314, -1.008378], [1.260472, 2.859833, 0.689075], [1.319091, 1.570472, 1.915554], [2.831208, 2.129094, 1.026303]],
  "forces_ev_per_a": [[1.23, -1.39, 1.43], [-2.02, 4.91, -0.02], [0.90, -2.01, -2.56], [-0.57, -1.09, 1.56], [-2.04, 0.34, -1.67], [1.15, 0.49, 1.45], [0.91, 1.45, -1.39], [0.67, 2.11, 0.44], [0.06, 0.31, 0.96], [0.39, -1.09, -0.31], [0.46, -0.52, -0.40], [-0.04, 0.17, 0.13], [-0.21, -0.22, -0.89], [0.97, -0.72, 0.52], [0.19, -0.59, -0.21], [-1.00, -1.27, -0.58], [0.10, 0.04, 1.02], [-0.06, -0.50, 0.34], [-1.08, -0.43, 0.18]],
  "lowdin_charge": [-0.0034, -0.1070, -0.4481, 0.0409, -0.1013, -0.2468, -0.0776, 0.3461, -0.0512, -0.0490, -0.0301, 0.0676, 0.0856, 0.1036, 0.1098, 0.1301, 0.0778, 0.0575, 0.0954]
}

# 4
{
  "formula": "C5H8FIN2",
  "method": "ωB97M-V with the def2-TZVPD basis set",
  "e_tot_ev": -19107.1444,
  "e_homo_ha": [-0.2750, -0.2749],
  "max_force_ev_per_a": 2.95,
  "e_above_lowest_ev": 3.324,
  "elements": ["C", "C", "C", "C", "C", "N", "N", "F", "I", "H", "H", "H", "H", "H", "H", "H", "H"],
  "xyz": [[1.020103, -2.966831, -1.099286], [0.263867, -2.222454, -0.346018], [-0.214379, 2.730209, 0.284916], [0.379007, 0.117027, 0.589147], [-0.485397, 1.241836, -0.163244], [-1.638812, -1.790431, 0.754374], [-0.481567, -1.427089, 0.282072], [-0.237159, 1.087437, -1.508491], [2.460007, 0.307545, 0.238563], [0.717930, -3.164102, -2.183750], [1.929133, -3.617173, -0.932476], [-0.917260, 3.268692, 0.891664], [0.724509, 2.939775, 0.823214], [-0.191040, 3.233808, -0.609772], [0.270606, 0.261966, 1.685518], [-1.505278, 1.066852, -0.062932], [-2.094271, -1.067067, 1.356499]],
  "forces_ev_per_a": [[0.06, -1.21, -2.08], [1.35, -0.49, -0.29], [1.08, -1.62, 1.29], [-2.90, 0.57, 0.00], [2.53, 0.07, 1.39], [-1.43, 1.12, 0.97], [2.35, 1.44, 0.28], [0.30, 0.31, -0.32], [-0.57, -0.47, -0.21], [0.21, 0.81, 1.26], [-1.16, 1.01, 0.88], [-1.09, -0.57, 0.33], [0.02, -0.62, -0.50], [0.28, 1.41, -2.18], [-0.18, -0.51, -0.74], [-1.86, -0.77, 0.55], [1.01, -0.49, -0.63]],
  "lowdin_charge": [-0.0060, -0.1922, -0.0344, -0.5347, -0.4112, 0.0054, -0.2357, -0.0407, 0.9124, 0.0778, 0.0726, 0.0706, 0.0634, 0.0453, 0.0677, 0.1048, 0.0350]
}

# 5
{
  "formula": "C5H8FKO4",
  "method": "ωB97M-V with the def2-TZVPD basis set",
  "e_tot_ev": -32547.3660,
  "e_homo_ha": -0.3175,
  "max_force_ev_per_a": 3.99,
  "e_above_lowest_ev": 0.333,
  "elements": ["O", "C", "C", "O", "C", "O", "O", "C", "H", "K", "F", "H", "H", "C", "H", "H", "H", "H", "H"],
  "xyz": [[2.311941, 0.105209, -1.340036], [2.493525, -0.564644, -0.296433], [1.527513, -0.353903, 0.862851], [0.169187, -0.178247, 0.476841], [-0.330813, 1.034104, 0.356872], [-1.628310, 1.058245, 0.209026], [0.321930, 2.063111, 0.282166], [-2.426935, -0.143222, 0.327359], [1.849730, 0.553669, 1.397077], [2.708038, 3.113290, -0.676317], [4.024465, 0.870006, 0.322777], [2.928773, -1.582048, -0.335867], [1.546137, -1.223225, 1.529322], [-2.493680, -0.904271, -0.977527], [-2.025689, -0.757993, 1.140389], [-3.413745, 0.228813, 0.621986], [-1.499303, -1.239728, -1.298545], [-3.123150, -1.792846, -0.834107], [-2.939619, -0.286329, -1.767827]],
  "forces_ev_per_a": [[0.21, -1.69, 1.84], [-1.77, 1.69, -3.16], [1.19, 0.84, 1.13], [-0.45, -0.77, 0.00], [1.39, 0.99, -0.96], [-0.95, 0.03, 0.08], [-0.22, -0.40, 0.40], [0.01, -0.06, 0.24], [0.06, -0.48, -0.06], [0.12, -1.23, 0.33], [-0.43, 0.15, 0.32], [0.80, 0.64, 0.14], [-0.10, 0.22, -0.09], [0.00, -0.14, -0.16], [-0.09, 0.11, -0.20], [0.22, -0.07, -0.07], [-0.25, 0.12, 0.10], [0.12, 0.20, -0.08], [0.13, -0.16, 0.19]],
  "lowdin_charge": [-0.0755, -0.2541, -0.1113, 0.0311, -0.6020, 0.0580, 0.0231, -0.1951, 0.1241, 0.9009, -0.5972, 0.1251, 0.1318, -0.0623, 0.1257, 0.1263, 0.0827, 0.0839, 0.0847]
}

# 6
{
  "formula": "C5H8FN",
  "method": "ωB97M-V with the def2-TZVPD basis set",
  "smiles": "C=NC(=C)[C@@H](C)F",
  "e_tot_ev": -9519.9169,
  "e_homo_ha": -0.3444,
  "max_force_ev_per_a": 4.08,
  "e_above_lowest_ev": 1.872,
  "elements": ["C", "N", "C", "C", "C", "C", "F", "H", "H", "H", "H", "H", "H", "H", "H"],
  "xyz": [[-2.367370, -0.233807, -0.404508], [-1.380283, 0.381734, 0.129180], [-0.128712, -0.391962, 0.173628], [-0.282290, -1.677759, 0.550081], [1.093290, 0.281640, -0.546664], [1.576813, 1.453332, 0.290454], [2.113752, -0.581440, -0.824856], [-3.330747, 0.244178, -0.392172], [-2.357120, -1.046146, -1.140592], [-1.276573, -1.812020, 1.081446], [0.559003, -2.319084, 0.652329], [0.733958, 0.567199, -1.565141], [2.639720, 1.573351, 0.307497], [1.361280, 1.185793, 1.429172], [1.045285, 2.374985, 0.260143]],
  "forces_ev_per_a": [[0.45, 1.44, -0.92], [0.83, -1.19, 0.20], [-1.06, -0.58, -2.17], [-0.90, 1.95, 1.32], [-2.13, 0.69, -0.20], [-0.53, -1.46, 3.77], [0.41, -0.73, 0.63], [-0.41, 0.38, 0.38], [0.68, -0.47, 0.70], [1.59, -0.67, -0.80], [0.31, -0.69, 0.01], [0.02, 0.21, 0.79], [0.62, 0.25, -0.66], [0.49, 0.21, -2.10], [-0.38, 0.68, -0.93]],
  "lowdin_charge": [-0.0581, 0.0249, -0.2989, 0.0537, -0.3588, -0.0410, -0.0030, 0.0592, 0.0869, 0.0858, 0.0497, 0.1503, 0.0641, 0.1234, 0.0618]
}

- Number 1 is which compound?
  C5H8F2

- What is the formula in the fourth record?
  C5H8FIN2

- Number 5 is which compound?
  C5H8FKO4